Density functional theory data (wB97M-V/def2-TZVPD) for an isolated molecule of C4H6O2.

Geometry (Å):
1 O -0.3469 1.3624 -1.4476
2 C 0.0379 1.0229 -0.0813
3 C -0.7633 0.0902 0.7007
4 C -0.3411 -1.2749 0.3804
5 O 1.1111 -1.1045 0.0176
6 C 1.2621 0.1835 -0.0779
7 H -0.8998 0.6323 -1.7645
8 H 0.2142 1.9944 0.3879
9 H -1.4832 0.3311 1.4731
10 H -0.3688 -1.9901 1.2056
11 H -0.7208 -1.7610 -0.5313
12 H 2.2899 0.5128 -0.2552

Atoms 1-2, force components in eV/Å:
O -0.4 -0.3 -0.1
C 0.7 0.2 0.1

Output
HOMO level (spin up / spin down): -0.261 / -0.289 Ha
2S+1: 1
E_LUMO (spin up / spin down): -0.006 / 0.018 hartree